C50H50Ge2IrN4O4P2 | ωB97M-V/def2-TZVPD

The total charge is +3. The value obtained for the gap between HOMO and LUMO is 7.60 eV. The calculation puts the energy at -201237.7599 eV. The lowest unoccupied orbital energy is -8.67 eV. For the relative energy (zero: lowest compared OMol25 entry of this formula, charge and spin), the calculation gives 0.0 kJ/mol.

Last column: Mulliken charge in e.
Atoms and positions in Å:
Ir 0.1029 0.6437 0.0984  1.881
C 1.4666 2.7220 3.7355  -1.201
N 1.1572 2.0457 2.4639  0.339
P 1.4691 0.4430 2.0427  1.119
C 0.6654 -0.7249 3.1559  1.014
C 0.6526 -2.0711 2.7822  -0.530
C 0.0740 -3.0206 3.6101  -1.083
C -0.5053 -2.6283 4.8122  -1.156
C -0.4960 -1.2922 5.1859  -0.795
C 0.0923 -0.3389 4.3638  -1.250
C 3.2317 0.2329 2.3681  1.379
C 3.7421 -0.9660 2.8690  -1.096
C 5.0911 -1.0716 3.1722  -0.604
C 5.9358 0.0133 2.9896  -0.937
C 5.4310 1.2153 2.5079  -0.975
C 4.0870 1.3246 2.1971  -0.574
P -0.0258 2.5397 1.3617  1.144
C 0.5269 4.0541 0.5688  1.592
C 1.8366 4.4937 0.7458  -0.749
C 2.2450 5.7062 0.2056  -0.904
C 1.3523 6.4751 -0.5240  -0.832
C 0.0415 6.0432 -0.7035  -0.983
C -0.3757 4.8457 -0.1489  -0.819
C -1.4647 3.0017 2.3454  0.988
C -2.2636 2.0555 2.9985  -0.186
C -3.2506 2.4627 3.8798  -1.193
C -3.4461 3.8127 4.1405  -0.676
C -2.6410 4.7578 3.5245  -0.944
C -1.6542 4.3597 2.6356  -0.807
H 2.1372 2.0968 4.3221  0.474
H 0.5539 2.9045 4.3038  0.436
H 1.9598 3.6745 3.5484  0.273
H 1.1063 -2.3842 1.8455  0.593
H 0.0809 -4.0654 3.3264  0.544
H -0.9542 -3.3677 5.4619  0.457
H -0.9389 -0.9900 6.1255  0.519
H 0.0898 0.6979 4.6715  0.359
H 3.0930 -1.8112 3.0526  0.493
H 5.4795 -1.9985 3.5728  0.555
H 6.9848 -0.0700 3.2402  0.438
H 6.0848 2.0696 2.3915  0.542
H 3.6951 2.2678 1.8408  0.697
H 2.5370 3.8961 1.3137  0.020
H 3.2561 6.0562 0.3671  0.543
H 1.6666 7.4256 -0.9341  0.453
H -0.6618 6.6614 -1.2456  0.536
H -1.4160 4.5560 -0.2241  0.767
H -2.1110 1.0030 2.8364  0.443
H -3.8668 1.7222 4.3721  0.510
H -4.2178 4.1253 4.8311  0.444
H -2.7744 5.8098 3.7365  0.484
H -1.0329 5.1179 2.1822  0.472
O -1.3705 -0.2170 1.1770  -0.241
C -1.6974 -1.4233 1.1642  -0.040
C -1.3042 -2.4804 0.2876  1.013
C -1.9387 -3.7170 0.5283  -0.661
C -1.6778 -4.7819 -0.2837  -1.380
C -0.8043 -4.6748 -1.3609  -0.782
C -0.1700 -3.4745 -1.6115  -0.560
C -0.3915 -2.3698 -0.7912  0.851
O 0.2412 -1.2152 -1.0236  -0.251
N -2.3464 -6.0753 -0.0130  1.035
O -3.0583 -6.1225 0.9649  -0.588
O -2.1213 -6.9732 -0.7886  -0.582
H -2.4374 -1.6908 1.9246  0.454
H -2.6339 -3.8374 1.3503  0.743
H -0.6338 -5.5408 -1.9874  0.608
H 0.5209 -3.3993 -2.4404  0.110
N -3.2914 0.9098 -2.4776  0.212
C -2.7857 2.1485 -2.7793  -1.426
C -1.6272 2.2512 -2.0821  -0.590
N -1.4407 1.1043 -1.3340  0.725
C -2.4566 0.3056 -1.6253  -1.075
H -4.1426 0.5106 -2.8442  0.273
H -3.2707 2.8238 -3.4618  0.431
H -0.9350 3.0743 -2.0492  0.836
H -2.6201 -0.6903 -1.2568  0.560
C 0.6252 -2.7804 -5.3031  -1.309
Ge 0.7792 -0.9269 -4.7065  1.285
C -0.9586 -0.0434 -4.8239  -1.284
C 2.1855 0.0399 -5.6495  -1.159
Ge 1.5853 -0.8294 -2.3700  0.907
C 1.8075 0.9961 -1.6012  0.200
C 2.9781 1.2734 -0.8518  -0.041
C 3.6200 2.4956 -0.9362  -1.313
C 3.1198 3.4830 -1.7754  -0.715
C 1.9663 3.2608 -2.5286  -1.353
C 1.3422 2.0369 -2.4574  -0.315
C 2.9771 -2.0696 -1.8961  0.616
C 3.6135 -2.7799 -2.9150  -0.869
C 4.5973 -3.7129 -2.6149  -0.882
C 4.9452 -3.9486 -1.2931  -0.843
C 4.3181 -3.2468 -0.2697  -0.851
C 3.3427 -2.3117 -0.5719  0.262
H -0.4114 -3.1111 -5.2470  0.416
H 1.2525 -3.4886 -4.7639  0.381
H 0.9330 -2.8033 -6.3495  0.518
H -1.3232 -0.1603 -5.8456  0.569
H -0.9093 1.0237 -4.6116  0.315
H -1.6840 -0.5089 -4.1550  0.348
H 1.9659 0.0119 -6.7175  0.509
H 3.1624 -0.4172 -5.4933  0.366
H 2.2354 1.0841 -5.3406  0.358
H 3.4245 0.4917 -0.2526  1.003
H 4.5291 2.6665 -0.3754  0.626
H 3.6420 4.4275 -1.8646  0.545
H 1.5951 4.0294 -3.1933  0.589
H 0.4888 1.8429 -3.1004  0.615
H 3.3545 -2.6078 -3.9541  0.335
H 5.0889 -4.2557 -3.4109  0.489
H 5.7090 -4.6778 -1.0585  0.433
H 4.5986 -3.4285 0.7595  0.506
H 2.8638 -1.7660 0.2338  -0.144

***

C10H16N2O3S2 | ωB97M-V/def2-TZVPD

The total charge is 0. The value obtained for the gap between HOMO and LUMO is 8.63 eV. The calculation puts the energy at -41422.6012 eV. The lowest unoccupied orbital energy is 0.67 eV.

Last column: Mulliken charge in e.
Atoms and positions in Å:
N -2.2835 -0.2202 -0.8277  -0.497
C -1.4332 -0.6150 0.2318  0.408
O -2.0679 -0.7710 1.4771  -0.391
S -2.7567 0.5068 2.1845  1.209
O -3.8291 0.0013 2.9719  -0.678
O -3.0477 1.5083 1.2035  -0.626
C -1.4347 1.0856 3.2654  -0.689
C -0.2925 1.5714 2.4024  -0.914
C 0.3436 0.4489 1.5749  -0.563
N -0.3094 0.2728 0.2789  0.343
C 0.5917 -0.1576 -0.7469  -1.320
C 0.5093 -1.4378 -1.1082  1.203
C 1.3481 -2.0895 -2.1516  -0.583
C 2.0395 -1.0193 -2.9981  -0.784
C 2.6453 0.0614 -2.1060  -0.784
C 1.5411 0.8162 -1.3663  -0.516
S -0.7800 -2.3042 -0.2522  -0.408
H -3.0743 -0.8491 -0.9064  0.256
H -2.6208 0.7256 -0.6705  0.337
H -1.1742 0.2382 3.8919  0.378
H -1.8707 1.8780 3.8664  0.395
H 0.4734 2.0246 3.0361  0.417
H -0.6740 2.3318 1.7182  0.351
H 1.3825 0.7089 1.3638  0.501
H 0.3419 -0.4909 2.1442  0.304
H 0.7263 -2.7318 -2.7767  0.380
H 2.0904 -2.7288 -1.6638  0.293
H 2.8151 -1.4816 -3.6104  0.337
H 1.3074 -0.5605 -3.6643  0.335
H 3.2296 0.7606 -2.7063  0.349
H 3.3157 -0.4059 -1.3818  0.319
H 1.9661 1.4777 -0.6084  0.384
H 0.9816 1.4449 -2.0653  0.255

***

C18H11Cl57Ga | ωB97M-V/def2-TZVPD

The total charge is -1. The value obtained for the gap between HOMO and LUMO is 5.88 eV. The calculation puts the energy at -784994.7617 eV. The lowest unoccupied orbital energy is 1.07 eV.

Last column: Mulliken charge in e.
Atoms and positions in Å:
C 1.8194 -3.5767 3.4601  -0.754
Ga 1.1099 -1.6652 3.2940  0.310
C -0.8942 -1.7964 3.7817  -0.370
C -1.4538 -2.9182 2.9002  -0.817
C -2.9541 -2.8973 2.6481  -0.019
Cl -3.8510 -4.0798 3.6566  -0.272
H 1.0747 -4.3144 3.1660  0.069
H 2.6626 -3.7034 2.7813  0.123
H 2.1173 -3.7542 4.4925  0.316
H 1.8974 -0.6087 4.2318  -0.355
H 1.1134 -1.2008 1.7394  -0.290
H -1.0038 -2.0461 4.8391  0.093
H -1.4215 -0.8638 3.5712  0.513
H -0.9706 -2.8122 1.9239  0.125
H -1.1493 -3.8703 3.3280  0.269
H -3.1555 -3.1583 1.6102  -0.179
H -3.3808 -1.9140 2.8184  0.393
C 3.4676 1.3175 0.2315  0.099
Cl 2.7564 1.6038 -1.3670  -0.022
Cl 2.3636 1.9057 1.4678  -0.034
Cl 3.7380 -0.4019 0.4431  -0.047
Cl 5.0098 2.1904 0.3467  -0.002
C -1.4583 -0.0215 7.6272  0.249
Cl -2.9525 -0.3166 6.7346  -0.089
Cl -0.1849 0.4500 6.5184  -0.043
Cl -1.7353 1.2622 8.8242  -0.141
Cl -0.9825 -1.5070 8.4613  -0.023
C 0.2401 3.3526 -4.2280  0.253
Cl 1.2387 4.6362 -3.5440  -0.074
Cl -1.0098 2.9108 -3.0651  -0.063
Cl -0.5313 3.8997 -5.7165  -0.008
Cl 1.2502 1.9400 -4.5588  -0.077
C 7.7709 4.9087 -0.6669  0.303
Cl 7.1601 4.2014 -2.1633  -0.082
Cl 7.7008 3.7083 0.6230  -0.101
Cl 9.4439 5.4324 -0.9007  -0.120
Cl 6.7732 6.2928 -0.2206  -0.002
C 5.0273 9.2851 2.1327  0.270
Cl 6.6721 9.4993 2.7394  -0.103
Cl 3.9946 10.5765 2.7565  -0.094
Cl 5.0412 9.3516 0.3662  -0.086
Cl 4.4044 7.7233 2.6510  -0.009
C 2.8647 -7.7785 2.6131  0.296
Cl 1.1883 -7.2335 2.6960  -0.052
Cl 3.9387 -6.3932 2.4764  -0.060
Cl 3.2574 -8.6918 4.0772  -0.128
Cl 3.0433 -8.8216 1.1946  -0.101
C -2.7186 -1.3509 -3.0160  0.232
Cl -1.0965 -0.7942 -3.4249  -0.048
Cl -2.8050 -1.6935 -1.2906  -0.025
Cl -3.8984 -0.0980 -3.4335  -0.074
Cl -3.0824 -2.8187 -3.9325  -0.119
C -4.2101 -6.3264 -0.0003  0.192
Cl -5.5244 -6.2533 1.1734  -0.082
Cl -2.6635 -6.3904 0.8395  0.030
Cl -4.3947 -7.7715 -1.0092  -0.114
Cl -4.2569 -4.8908 -1.0291  -0.042
C -4.4746 2.8977 -6.7848  0.249
Cl -5.4655 1.8500 -7.8061  -0.112
Cl -3.1969 1.9592 -6.0273  0.025
Cl -3.7572 4.1739 -7.7798  -0.050
Cl -5.4872 3.6271 -5.5356  -0.109
C -0.9692 -5.5223 9.5518  0.361
Cl -1.0617 -6.6442 10.9187  -0.121
Cl -0.0750 -6.2713 8.2318  -0.063
Cl -2.5970 -5.1183 9.0087  -0.084
Cl -0.1404 -4.0483 10.0602  -0.105
C -5.9494 7.4260 -7.7682  0.326
Cl -4.9115 7.1864 -9.1776  -0.091
Cl -7.0560 6.0612 -7.6104  -0.066
Cl -4.9530 7.5471 -6.3178  -0.067
Cl -6.8773 8.9157 -7.9739  -0.113
C 0.1002 -8.8400 -2.0394  0.269
Cl 1.5160 -9.7628 -2.5716  -0.129
Cl -1.2714 -9.9389 -1.8449  -0.100
Cl 0.4568 -8.0616 -0.5067  0.065
Cl -0.2944 -7.6225 -3.2570  -0.096
C 1.5295 2.9010 -9.6126  0.266
Cl 3.1415 3.5331 -9.9627  -0.109
Cl 1.4139 2.4788 -7.9082  0.024
Cl 0.3207 4.1368 -9.9901  -0.099
Cl 1.2311 1.4701 -10.6048  -0.105
C 0.4869 6.7888 1.1270  0.261
Cl -1.2156 7.1996 1.3664  -0.114
Cl 1.4293 8.2751 0.9682  -0.067
Cl 1.0706 5.8672 2.5133  -0.083
Cl 0.6561 5.8200 -0.3358  0.019

***

C50H48As2BrEuF2IN4O4Se4 | ωB97M-V/def2-TZVPD

The total charge is -2. The value obtained for the gap between HOMO and LUMO (alpha / beta) is 2.24 / 5.10 eV. The calculation puts the energy at -552749.2205 eV. The multiplicity is 8. The lowest unoccupied orbital energy (alpha / beta) is 3.30 / 2.50 eV. For the relative energy (zero: lowest compared OMol25 entry of this formula, charge and spin), the calculation gives 381.8 kJ/mol.

Last column: Löwdin spin population.
Atoms and positions in Å:
Eu -1.6944 1.7158 0.8883  4.060
C -4.1074 -1.5515 -5.9041  0.006
C -3.5340 -0.1493 -5.9869  0.008
C -2.5956 -0.0840 -7.2439  0.002
C -1.8303 1.2551 -7.2619  0.008
C -1.0211 1.3772 -5.9765  0.073
C 0.1808 2.0441 -5.8998  0.087
C 0.8952 2.1421 -4.7075  0.024
F 2.1322 2.6951 -4.7178  -0.001
C 0.3676 1.6389 -3.5312  0.080
C -0.8421 0.9632 -3.5260  0.008
C -1.5374 0.6006 -2.2073  0.213
O -0.8284 0.6512 -1.1440  0.124
C -2.8922 0.1262 -2.3323  -0.006
C -3.4788 -0.0065 -3.5950  0.231
N -2.8442 0.2856 -4.7498  0.093
C -1.5735 0.8847 -4.7497  0.007
C -3.8680 0.0961 -1.1594  -0.011
O -5.0674 -0.1030 -1.3728  -0.010
O -3.3865 0.3915 0.0250  -0.008
H -4.6327 -1.7398 -6.8756  0.000
H -4.8408 -1.6335 -5.1643  0.002
H -3.3012 -2.3020 -5.7420  0.000
H -4.3184 0.6186 -6.1330  0.003
H -3.1516 -0.1802 -8.1906  0.000
H -1.9097 -0.9509 -7.2492  0.000
H -2.5482 2.0794 -7.4155  0.003
H -1.1703 1.2997 -8.1209  0.001
H 0.7173 2.4281 -6.7897  0.007
H 0.8686 1.7164 -2.5838  0.007
H -4.5191 -0.2783 -3.6930  0.019
C 2.4673 -3.0931 0.9109  0.000
C 3.6691 -2.4072 1.4060  0.000
As 3.5525 -0.3542 1.0892  0.000
C 5.0183 0.1067 2.2725  0.000
C 5.0167 -0.4103 3.6085  0.000
C 6.0192 -0.0257 4.4777  0.000
C 7.0015 0.8740 4.1065  0.000
C 6.9732 1.4017 2.8623  0.000
C 5.9921 1.0503 1.9181  0.000
C 4.2518 -0.2789 -0.7745  0.000
C 4.1423 -1.4024 -1.6373  0.000
C 4.6190 -1.3182 -2.9306  0.000
C 5.1123 -0.1088 -3.4206  0.000
C 4.9858 1.0353 -2.6340  0.000
C 4.5243 0.9807 -1.3084  0.000
As 0.8347 -2.3230 1.7629  0.001
C -0.4668 -3.3904 0.7182  0.000
C -0.2291 -3.5613 -0.6710  0.000
C -0.8135 -4.6152 -1.3349  0.000
C -1.6876 -5.4919 -0.6859  0.000
C -2.0864 -5.2042 0.6267  0.000
C -1.5294 -4.1323 1.3099  0.000
C 0.8150 -3.3719 3.3961  0.000
C 0.3944 -2.7074 4.5858  0.000
C 0.0228 -3.5339 5.6414  0.000
C 0.0649 -4.9194 5.5722  0.000
C 0.5673 -5.5188 4.4497  0.000
C 0.9736 -4.7608 3.3626  0.000
H 2.4943 -4.1834 1.1400  0.000
H 2.3587 -2.9848 -0.1821  0.000
H 4.6086 -2.7608 0.9385  0.000
H 3.8517 -2.6050 2.4933  0.000
H 4.2317 -1.1060 3.8755  0.000
H 6.0768 -0.4845 5.4536  0.000
H 7.8363 1.2083 4.7321  0.000
H 7.8025 2.0927 2.6692  0.000
H 6.0304 1.4600 0.8687  0.000
H 3.7233 -2.3313 -1.2705  0.000
H 4.6663 -2.2022 -3.6125  0.000
H 5.4370 -0.0122 -4.4588  0.000
H 5.1329 2.0315 -3.1088  0.000
H 4.2813 1.9314 -0.8725  0.000
H 0.4858 -2.9390 -1.2004  0.000
H -0.5509 -4.7464 -2.3923  0.000
H -1.9130 -6.3898 -1.2854  0.000
H -2.7332 -5.8893 1.1670  0.000
H -1.8274 -3.9994 2.3149  0.000
H 0.3646 -1.6183 4.6496  0.000
H -0.3888 -3.0331 6.5615  0.000
H -0.3130 -5.5022 6.3815  0.000
H 0.6371 -6.6195 4.4528  0.000
H 1.2850 -5.2652 2.4279  0.000
Se 1.0623 2.6030 5.0378  0.000
Se -0.6343 3.5030 3.7657  0.050
Se 0.5220 5.4307 3.5772  0.306
Se -1.1687 6.7362 2.6357  0.600
F -2.1433 3.1006 -0.7032  -0.006
N -5.5751 2.1112 0.7148  0.010
C -4.8757 2.8410 1.5721  0.045
O -3.6448 2.6946 1.8260  0.027
C -5.6545 3.7853 2.4036  0.268
I -7.4506 4.5859 1.4075  0.598
H -5.0871 1.3163 0.2623  0.001
H -6.5679 2.2144 0.7173  0.001
H -5.0735 4.6849 2.6920  0.006
H -5.9575 3.2974 3.3493  0.007
C -4.7776 0.2632 4.6249  0.004
C -3.5009 -0.5694 4.6979  0.001
C -2.4256 -0.1140 3.8160  0.001
N -1.6083 0.2177 3.0374  -0.002
H -5.5448 -0.0433 5.3705  0.001
H -5.2511 0.0644 3.6313  0.000
H -4.5373 1.3340 4.7018  0.003
H -3.7442 -1.5798 4.3811  0.000
H -3.1095 -0.6679 5.7029  0.000
Br 3.6463 6.6950 -0.4457  0.001
C 2.4493 5.3345 0.0881  0.005
C 1.4912 4.9099 -0.8744  0.007
C 0.6300 3.9069 -0.4948  0.009
N 0.7844 3.2095 0.6548  0.000
C 1.6589 3.6083 1.5498  0.007
C 2.5296 4.7243 1.3327  0.010
H 1.4242 5.4062 -1.8697  0.000
H -0.2286 3.7222 -1.0889  0.001
H 1.7706 3.0023 2.4528  0.001
H 3.1405 5.0697 2.1601  0.001